The following is a quantum chemistry calculation of C42H34BrN5TeZr as an isolated structure in a non-equilibrium geometry, from the Open Molecules 2025 dataset.

## Properties
Maximum force = 1.00 eV/Å
ΔE to the lowest compared entry with this formula, charge and spin = 10.6 kcal/mol
Net charge = +2

Atoms and positions in Å:
Zr -0.337 -0.321 -0.121
C 5.090 3.447 -0.506
C 4.129 2.367 -0.090
C 3.680 2.258 1.230
C 2.769 1.292 1.610
C 2.288 0.359 0.688
N 1.341 -0.649 1.023
C 1.354 -1.313 2.264
C 2.488 -1.456 3.062
C 2.439 -2.141 4.261
C 1.267 -2.749 4.708
C 1.231 -3.526 5.997
C 0.157 -2.671 3.883
C 0.196 -1.958 2.692
N -0.977 -2.026 1.824
C -2.227 -2.341 2.251
C -2.901 -2.957 1.230
C -1.998 -2.973 0.165
N -0.837 -2.411 0.499
C 2.737 0.475 -0.633
C 3.632 1.463 -1.016
N 2.335 -0.479 -1.624
C 3.108 -1.088 -2.538
C 2.316 -1.945 -3.274
C 1.044 -1.799 -2.736
N 1.052 -0.908 -1.739
H 5.668 3.806 0.343
H 5.782 3.090 -1.267
H 4.551 4.300 -0.924
H 4.049 2.956 1.972
H 2.427 1.244 2.636
H 3.423 -1.024 2.729
H 3.339 -2.221 4.859
H 1.813 -3.028 6.772
H 0.213 -3.651 6.362
H 1.659 -4.520 5.856
H -0.746 -3.200 4.163
H -2.532 -2.125 3.261
H -3.909 -3.336 1.248
H -2.130 -3.372 -0.829
H 3.932 1.534 -2.056
H 4.165 -0.882 -2.592
H 2.622 -2.588 -4.080
H 0.126 -2.289 -3.022
Br -0.743 1.397 2.103
C -2.515 1.957 1.634
C -3.072 2.990 2.319
C -4.397 3.360 1.994
C -5.079 2.679 1.029
C -4.477 1.609 0.322
C -5.181 0.905 -0.690
C -4.586 -0.111 -1.375
C -3.246 -0.460 -1.088
C -2.502 0.171 -0.115
C -3.147 1.221 0.610
H -2.527 3.512 3.094
H -4.862 4.178 2.527
H -6.101 2.948 0.790
H -6.202 1.191 -0.910
H -5.129 -0.641 -2.148
H -2.814 -1.255 -1.696
Te -0.029 2.480 -1.251
C -1.832 2.637 -2.377
C -2.682 3.709 -2.156
C -3.786 3.883 -2.988
C -4.023 2.997 -4.027
C -3.165 1.922 -4.235
C -2.070 1.736 -3.406
C 1.019 2.789 -3.067
C 1.127 4.115 -3.463
C 1.647 4.406 -4.718
C 2.058 3.381 -5.559
C 1.957 2.060 -5.147
C 1.434 1.756 -3.895
H -2.493 4.411 -1.354
H -4.449 4.722 -2.826
H -4.874 3.143 -4.679
H -3.346 1.232 -5.050
H -1.391 0.911 -3.592
H 0.808 4.918 -2.810
H 1.726 5.437 -5.036
H 2.457 3.614 -6.538
H 2.276 1.259 -5.803
H 1.337 0.724 -3.598

Mulliken population analysis, charges in e, atoms 1 to 2: number 1, Zr, carries -0.657; number 2, C, carries -1.548

=====

The following is a quantum chemistry calculation of an isolated molecule of C3H6N2OSi in a non-equilibrium geometry, from the Open Molecules 2025 dataset.

## Properties
2S+1 = 3
Maximum force = 6.09 eV/Å
ΔE to the lowest compared entry with this formula, charge and spin = 0.0 kcal/mol
⟨S²⟩ = 2.018
Net charge = 0

Atoms and positions in Å:
C 0.119 1.997 0.056
C -0.115 0.827 0.712
C 0.301 1.649 -1.291
N -0.076 -0.208 -0.182
N 0.175 0.334 -1.412
O 0.245 -0.352 -2.453
Si -0.144 -1.931 0.265
H 0.154 2.984 0.468
H -0.316 0.643 1.746
H 0.515 2.253 -2.148
H 1.230 -2.352 0.529
H -0.959 -1.909 1.478
H -0.779 -2.609 -0.850

Mulliken population analysis, charges in e, atoms 1 to 2: number 1, C, carries -0.677; number 2, C, carries -0.245

=====

The following is a quantum chemistry calculation of a 3-piece molecular cluster, C3H5IO2 overall in a non-equilibrium geometry, from the Open Molecules 2025 dataset.

## Properties
Maximum force = 2.89 eV/Å
ΔE to the lowest compared entry with this formula, charge and spin = 65.1 kcal/mol
SMILES string = O=CO.C#C.I
Net charge = 0

Atoms and positions in Å:
O -0.692 0.283 0.752
C 0.393 0.728 0.640
O 0.900 1.171 -0.508
H 0.946 1.025 1.527
H 0.221 1.156 -1.135
C 0.914 -1.721 -0.182
C 1.869 -0.990 -0.075
H -0.103 -2.018 -0.325
H 2.788 -0.504 0.187
I -4.241 0.169 -0.841
H -2.995 0.701 -0.041

Mulliken population analysis, charges in e, atoms 1 to 2: number 1, O, carries -0.423; number 2, C, carries 0.063

=====

The following is a quantum chemistry calculation of a 2-piece molecular cluster, CH3Br3Si overall in a non-equilibrium geometry, from the Open Molecules 2025 dataset.

## Properties
Maximum force = 2.14 eV/Å
ΔE to the lowest compared entry with this formula, charge and spin = 92.9 kcal/mol
Net charge = 0

Atoms and positions in Å:
C 0.909 0.321 -0.267
Si -0.647 -0.038 0.619
Br 2.456 -0.606 0.483
Br -1.431 -2.041 0.087
Br -2.151 1.494 -0.106
H 0.261 -0.315 -2.173
H 1.022 1.254 -0.761
H -0.420 -0.067 2.120

Mulliken population analysis, charges in e, atoms 1 to 2: number 1, C, carries -0.587; number 2, Si, carries 0.564

=====

The following is a quantum chemistry calculation of C42H45AsClF2N4SbTi as an isolated structure in a non-equilibrium geometry, from the Open Molecules 2025 dataset.

## Properties
2S+1 = 3
Maximum force = 1.14 eV/Å
ΔE to the lowest compared entry with this formula, charge and spin = 8.1 kcal/mol
⟨S²⟩ = 2.016
Net charge = 0

Atoms and positions in Å:
Ti 1.111 0.516 0.365
C -1.723 -2.861 -2.253
C -0.643 -3.627 -1.556
C -0.416 -4.971 -1.870
C 0.560 -5.672 -1.197
C 1.296 -5.011 -0.219
C 1.021 -3.672 0.016
N 0.073 -2.993 -0.630
Sb 2.127 -2.774 1.623
C 3.498 -1.400 0.677
C 4.760 -1.969 0.599
C 5.808 -1.235 0.061
C 5.544 0.039 -0.378
C 4.253 0.560 -0.284
C 4.001 1.923 -0.854
N 3.248 -0.144 0.257
C 0.559 -1.553 2.472
C 0.014 -2.208 3.566
C -0.879 -1.548 4.395
C -1.132 -0.223 4.120
C -0.536 0.409 3.033
C -0.826 1.860 2.811
N 0.285 -0.257 2.178
H -2.690 -3.342 -2.097
H -1.747 -1.842 -1.877
H -1.543 -2.825 -3.326
H -1.014 -5.446 -2.637
H 0.748 -6.715 -1.420
H 2.066 -5.525 0.342
H 4.924 -2.973 0.969
H 6.803 -1.655 -0.009
H 6.319 0.652 -0.818
H 4.633 2.661 -0.356
H 4.257 1.917 -1.915
H 2.964 2.229 -0.768
H 0.296 -3.234 3.769
H -1.342 -2.046 5.236
H -1.797 0.355 4.747
H -1.689 2.159 3.404
H 0.025 2.468 3.119
H -1.012 2.080 1.761
F -2.041 4.359 -2.056
C -0.999 4.093 -1.233
C -0.658 2.789 -0.977
C 0.396 2.467 -0.106
C 1.067 3.560 0.504
C 0.693 4.869 0.189
F 1.329 5.927 0.757
C -0.333 5.172 -0.673
C 2.066 3.203 1.514
C 2.934 4.084 2.173
C 3.796 3.608 3.138
C 3.778 2.251 3.454
C 2.920 1.439 2.752
N 2.100 1.873 1.781
H -1.246 2.011 -1.448
H -0.609 6.194 -0.884
H 2.923 5.131 1.922
H 4.471 4.284 3.645
H 4.415 1.835 4.221
H 2.878 0.375 2.961
C -3.229 -2.891 0.920
C -3.436 -1.476 1.437
As -2.706 0.010 0.359
C -3.713 1.353 1.411
C -3.672 2.777 0.873
C -3.900 -0.005 -1.213
C -5.362 -0.360 -0.976
H -3.697 -3.614 1.591
H -2.169 -3.139 0.842
H -3.676 -3.027 -0.066
H -2.946 -1.360 2.408
H -4.497 -1.272 1.595
H -3.314 1.311 2.426
H -4.743 0.996 1.472
H -2.656 3.170 0.833
H -4.264 3.444 1.502
H -4.079 2.837 -0.138
H -3.458 -0.672 -1.952
H -3.812 1.000 -1.635
H -5.472 -1.357 -0.547
H -5.916 -0.348 -1.917
H -5.852 0.346 -0.305
Cl -1.400 -1.674 -6.944
C -0.599 -1.186 -5.468
C 0.397 -1.979 -4.929
C 1.012 -1.589 -3.749
C 0.679 -0.403 -3.076
C 1.410 -0.015 -1.842
C -0.323 0.376 -3.673
C -0.960 -0.004 -4.844
H 0.689 -2.894 -5.429
H 1.797 -2.215 -3.338
H 1.834 0.987 -2.018
H 2.262 -0.704 -1.798
H -0.589 1.323 -3.225
H -1.726 0.623 -5.281

Mulliken population analysis, charges in e, atoms 1 to 2: number 1, Ti, carries -0.844; number 2, C, carries -0.433

=====

The following is a quantum chemistry calculation of an isolated molecule of C26H37N5O4 in a non-equilibrium geometry, from the Open Molecules 2025 dataset.

## Properties
Maximum force = 1.25 eV/Å
ΔE to the lowest compared entry with this formula, charge and spin = 102.2 kcal/mol
SMILES string = CCOc1ccc(CCNC(=O)C2CCN(c3ccc(N4CCOCC4)nn3)CC2)cc1OCC
Net charge = 0

Atoms and positions in Å:
C 6.203 -0.618 2.870
C 5.161 0.238 2.161
O 4.553 -0.433 1.070
C 3.893 -1.617 1.258
C 3.985 -2.511 0.199
C 3.309 -3.715 0.205
C 2.530 -4.066 1.294
C 1.704 -5.324 1.275
C 0.229 -4.966 1.003
N 0.131 -3.951 -0.021
C -0.056 -2.649 0.307
O -0.472 -2.306 1.395
C 0.240 -1.669 -0.818
C 0.593 -0.298 -0.238
C 0.783 0.711 -1.371
N -0.399 0.793 -2.199
C -1.435 1.647 -1.926
C -1.298 2.818 -1.142
C -2.376 3.651 -1.033
C -3.564 3.299 -1.715
N -4.727 4.030 -1.605
C -4.695 5.476 -1.517
C -4.677 6.084 -2.927
O -5.790 5.660 -3.678
C -5.831 4.249 -3.779
C -5.867 3.596 -2.394
N -3.622 2.169 -2.410
N -2.602 1.369 -2.502
C -0.717 -0.480 -2.810
C -0.981 -1.542 -1.739
C 2.434 -3.183 2.361
C 3.090 -1.959 2.366
O 3.020 -1.056 3.390
C 2.133 -1.264 4.473
C 0.691 -0.914 4.125
H 6.715 -0.024 3.622
H 6.932 -0.992 2.155
H 5.727 -1.466 3.358
H 5.638 1.105 1.693
H 4.409 0.588 2.875
H 4.597 -2.223 -0.642
H 3.399 -4.383 -0.640
H 2.070 -5.987 0.489
H 1.770 -5.852 2.227
H -0.333 -5.854 0.701
H -0.230 -4.536 1.895
H 0.572 -4.162 -0.903
H 1.093 -2.041 -1.398
H -0.216 0.026 0.420
H 1.507 -0.371 0.353
H 1.610 0.385 -2.012
H 1.043 1.690 -0.973
H -0.381 3.055 -0.626
H -2.317 4.538 -0.421
H -5.603 5.798 -0.998
H -3.829 5.817 -0.953
H -3.744 5.788 -3.435
H -4.734 7.174 -2.884
H -4.948 3.884 -4.324
H -6.732 4.015 -4.348
H -6.773 3.903 -1.864
H -5.830 2.512 -2.488
H 0.134 -0.777 -3.432
H -1.599 -0.344 -3.434
H -1.848 -1.239 -1.150
H -1.205 -2.501 -2.210
H 1.803 -3.457 3.190
H 2.506 -0.588 5.250
H 2.214 -2.290 4.851
H 0.624 0.136 3.852
H 0.330 -1.505 3.286
H 0.054 -1.095 4.987

Mulliken population analysis, charges in e, atoms 1 to 2: number 1, C, carries -1.043; number 2, C, carries -0.264

=====

The following is a quantum chemistry calculation of a 3-piece molecular cluster, C15H23F5NO11PS2 overall in a non-equilibrium geometry, from the Open Molecules 2025 dataset.

## Properties
Maximum force = 9.19 eV/Å
SMILES string = O=C(NC(F)(F)c1cccc(C(F)(F)F)c1)OP(=O)(O)O.CCOS(C)(=O)=O.CCOS(C)(=O)=O
Electronic energy = -84476.735 eV
Net charge = 0

Atoms and positions in Å:
O -5.399 1.440 1.419
C -5.116 0.618 2.467
N -5.321 1.094 3.894
C -4.020 1.432 4.588
F -4.329 2.196 5.842
F -3.119 2.271 3.764
C -3.243 0.062 5.044
C -4.121 -1.129 5.795
C -3.312 -2.531 6.213
C -1.713 -2.638 5.840
C -0.851 -1.450 5.107
C 0.764 -1.588 4.715
F 1.435 -0.270 4.537
F 1.505 -2.505 5.619
F 0.776 -2.231 3.349
C -1.641 -0.071 4.705
O -4.668 -0.741 2.123
P -3.308 -0.737 1.035
O -2.071 0.135 1.521
O -2.706 -2.397 0.842
O -3.695 -0.152 -0.588
H -6.027 1.860 3.966
H -5.272 -1.025 6.045
H -3.878 -3.431 6.732
H -1.129 -3.633 6.124
H -1.053 0.809 4.161
H -1.895 -2.292 0.253
H -4.660 -0.377 -0.734
C 4.159 1.342 -1.273
C 3.287 0.491 -0.369
O 2.062 1.145 -0.056
S 0.918 1.249 -1.212
C -0.402 1.836 -0.182
O 0.592 -0.084 -1.672
O 1.276 2.312 -2.129
H 3.696 1.481 -2.254
H 5.134 0.872 -1.429
H 4.307 2.338 -0.842
H 3.095 -0.492 -0.813
H 3.813 0.322 0.576
H -0.665 1.061 0.540
H -1.257 2.052 -0.828
H -0.080 2.748 0.322
C 1.524 0.739 -4.997
C 1.742 0.332 -6.443
O 3.124 0.317 -6.780
S 4.052 -0.893 -6.206
C 5.499 -0.560 -7.177
O 3.491 -2.158 -6.628
O 4.372 -0.619 -4.820
H 1.938 -0.005 -4.310
H 0.457 0.839 -4.777
H 2.023 1.689 -4.784
H 1.284 -0.641 -6.655
H 1.258 1.065 -7.096
H 5.270 -0.727 -8.230
H 6.285 -1.245 -6.850
H 5.813 0.471 -7.003

Mulliken population analysis, charges in e, atoms 1 to 2: number 1, O, carries -0.501; number 2, C, carries 0.389

=====

The following is a quantum chemistry calculation of C20H28N2O6S as an isolated structure in a non-equilibrium geometry, from the Open Molecules 2025 dataset.

## Properties
Maximum force = 17.48 eV/Å
ΔE to the lowest compared entry with this formula, charge and spin = 516.0 kcal/mol
Net charge = 0

Atoms and positions in Å:
C -1.226 3.609 1.068
H -1.068 3.270 -0.084
C 0.046 3.015 1.805
H -0.016 3.470 2.873
H 1.150 3.753 1.374
C 0.277 1.755 1.882
N 1.017 1.416 3.023
C 0.831 0.462 4.088
O 1.519 0.333 5.099
C -0.686 -0.075 4.031
H -1.495 0.545 4.448
H -0.595 -0.904 5.021
O -0.958 -0.607 2.746
C -0.371 -1.737 2.415
O 0.797 -2.114 2.930
C -0.832 -2.001 1.088
C 0.120 -2.747 0.174
C -0.219 -3.111 -1.017
C -1.355 -2.900 -1.621
C -2.378 -2.006 -0.762
C -1.863 -1.708 0.509
H -2.784 -1.093 1.250
H -3.280 -1.802 -1.212
S -1.823 -2.932 -3.231
O -0.711 -4.326 -3.723
O -3.103 -3.019 -3.608
N -1.003 -1.488 -4.180
C -1.804 -0.552 -3.969
H -2.891 -0.527 -3.745
C -1.257 0.580 -2.984
H -1.623 1.416 -2.973
O 0.328 0.706 -3.135
C 0.855 -0.547 -3.097
H 2.002 -0.155 -3.315
C 0.404 -1.403 -4.173
H 0.728 -2.632 -3.999
H 0.765 -1.149 -5.201
H 0.537 -0.879 -2.051
H -1.398 0.098 -1.902
H -1.796 0.076 -4.818
H 0.342 -3.705 -1.731
H 0.858 -3.122 0.923
C 2.517 1.701 2.976
C 3.165 1.172 1.627
C 2.452 1.468 0.534
C 0.881 1.112 0.391
H 0.298 1.594 -0.406
H 0.775 0.120 0.361
H 2.544 2.455 0.327
H 2.751 1.061 -0.330
H 4.208 1.258 1.591
H 3.126 -0.130 1.708
H 3.021 1.074 3.665
H 2.486 2.782 2.811
H -0.830 1.247 1.858
H -1.489 4.658 1.199
H -1.947 3.164 1.470

Mulliken population analysis, charges in e, atoms 1 to 2: number 1, C, carries -1.404; number 2, H, carries 0.140